The following is a quantum chemistry calculation of a structure of composition C5H6ClFO7SSn, from OMol25.

Properties
E_HOMO (eV): -15.92
ΔE to the lowest compared entry with this formula, charge and spin (kcal/mol): 0.0
Charge: +2
Spin multiplicity: 1

Positions of all 22 atoms, in Å:
O1 3.94 0.68 -0.47
C1 3.01 0.93 0.13
Cl1 3.01 0.98 1.90
C2 1.67 1.21 -0.61
C3 0.81 -0.09 -0.52
O2 1.65 -1.20 -0.25
S1 0.58 -2.43 -0.07
O3 0.97 -3.49 0.74
O4 0.21 -2.79 -1.38
O5 -0.54 -1.49 0.74
C4 -0.26 -0.15 0.63
F1 0.07 0.35 1.84
C5 -1.50 0.71 0.21
O6 -2.71 -0.04 0.66
O7 -3.67 -0.09 -0.36
H1 1.86 1.40 -1.67
H2 1.09 2.00 -0.11
H3 0.20 -0.23 -1.43
H4 -1.45 1.67 0.77
H5 -1.54 0.91 -0.86
H6 -3.30 -0.54 -1.15
Sn1 -4.10 1.71 1.27

Atomic partial charges in e from the natural (NBO) method, atoms 1 to 8: -0.420 0.549 -0.035 -0.516 0.044 -0.629 2.522 -0.799

=====

The following is a quantum chemistry calculation of a structure of composition C5H8GaO3, from OMol25.

Properties
E_HOMO (spin up / spin down) (eV): -11.79 / -13.59
ΔE to the lowest compared entry with this formula, charge and spin (kcal/mol): 0.0
Charge: +1
Spin multiplicity: 1

Positions of all 17 atoms, in Å:
O1 0.29 0.93 -1.13
C1 0.31 1.30 -2.43
C2 1.55 2.08 -2.80
H1 -0.61 1.85 -2.71
H2 1.51 2.30 -3.88
H3 1.60 3.05 -2.27
H4 2.47 1.51 -2.59
O2 -0.05 -0.48 1.03
O3 -0.93 -1.36 -0.84
C3 -0.40 -1.68 1.83
C4 -1.03 -1.18 3.12
C5 -0.38 -0.37 -0.25
H5 0.59 -2.12 2.08
H6 -1.17 -2.04 3.80
H7 -0.39 -0.45 3.65
H8 -2.01 -0.72 2.96
Ga1 -1.36 -2.63 0.42

Atomic partial charges in e from the natural (NBO) method, atoms 1 to 8: -0.499 0.235 -0.694 0.159 0.249 0.248 0.238 -0.468

=====

The following is a quantum chemistry calculation of a cluster of 2 separate species, C8H10N2O2 in total, from OMol25.

Properties
E_HOMO (eV): -10.03
ΔE to the lowest compared entry with this formula, charge and spin (kcal/mol): 91.9
SMILES: C#C[C@@H](O)CC.O=C1N=CC=N1
Charge: 0
Spin multiplicity: 1

Positions of all 22 atoms, in Å:
C1 0.10 -1.22 -2.60
C2 0.33 0.86 -3.10
C3 1.58 0.33 -2.44
C4 -0.10 1.63 1.10
C5 -0.46 0.85 2.36
C6 -0.22 -0.66 2.23
C7 -1.03 -1.25 1.15
C8 -1.68 -1.77 0.27
H1 0.17 1.87 -3.45
H2 2.50 0.91 -2.24
H3 -0.23 2.70 1.25
H4 0.94 1.45 0.82
H5 -0.74 1.32 0.25
H6 -1.49 1.02 2.62
H7 0.16 1.20 3.20
H8 -0.51 -1.14 3.18
H9 1.29 -1.77 1.77
H10 -2.26 -2.22 -0.51
N1 -0.55 -0.05 -3.20
N2 1.45 -0.91 -2.15
O1 -0.42 -2.30 -2.50
O2 1.17 -0.85 1.99

Atomic partial charges in e from the natural (NBO) method, atoms 1 to 8: 0.723 0.068 0.069 -0.619 -0.395 0.026 -0.055 -0.229

=====

The following is a quantum chemistry calculation of a cluster of 8 separate species, C25H42O23P2 in total, from OMol25.

Properties
E_HOMO (eV): -7.08
SMILES: CCCO[PH3]P(C)O.O=C1OCCO1.O=C1OCCO1.O=C1OCCO1.O=C1OCCO1.O=C1OCCO1.O=C1OCCO1.O=C1OCCO1
Charge: 0
Spin multiplicity: 1

Positions of all 92 atoms, in Å:
C1 -1.35 -0.02 -4.21
C2 0.14 0.26 -4.34
C3 0.48 1.75 -4.37
O1 0.13 2.49 -3.21
P1 0.70 1.88 -1.70
P2 1.20 1.19 0.36
C4 0.67 -0.56 0.38
O2 2.86 1.17 0.55
H1 -1.50 -1.09 -4.20
H2 -1.79 0.39 -3.30
H3 -1.86 0.41 -5.07
H4 0.43 -0.13 -5.31
H5 0.71 -0.31 -3.62
H6 1.53 1.89 -4.62
H7 -0.10 2.18 -5.19
H8 0.73 3.21 -1.23
H9 -0.47 1.09 -1.60
H10 1.91 1.42 -2.29
H11 -0.31 -0.61 -0.08
H12 0.57 -0.92 1.39
H13 1.38 -1.17 -0.18
H14 3.25 0.45 0.03
C5 1.04 3.28 5.22
C6 -0.29 3.55 4.56
O3 -0.33 2.52 3.55
C7 0.48 1.52 3.94
O4 0.52 0.46 3.40
O5 1.21 1.87 5.02
H15 1.04 3.52 6.28
H16 1.86 3.81 4.74
H17 -1.13 3.41 5.24
H18 -0.36 4.52 4.10
C8 0.86 1.01 -8.57
C9 -0.04 1.42 -9.71
O6 -0.82 0.24 -9.93
C10 -0.83 -0.48 -8.79
O7 -1.51 -1.43 -8.59
O8 0.07 0.02 -7.90
H19 1.11 1.82 -7.90
H20 1.78 0.54 -8.92
H21 -0.71 2.24 -9.44
H22 0.50 1.69 -10.61
C11 -2.44 -4.77 0.85
C12 -1.06 -4.15 0.99
O9 -1.01 -3.27 -0.13
C13 -2.28 -2.93 -0.46
O10 -2.58 -2.07 -1.22
O11 -3.17 -3.72 0.20
H23 -2.90 -5.01 1.81
H24 -2.45 -5.65 0.22
H25 -0.94 -3.58 1.91
H26 -0.26 -4.88 0.92
C14 -1.71 6.12 0.19
C15 -3.16 5.72 0.34
O12 -3.18 5.13 1.65
C16 -2.15 5.64 2.35
O13 -1.98 5.47 3.52
O14 -1.32 6.35 1.56
H27 -1.57 7.02 -0.40
H28 -1.09 5.32 -0.22
H29 -3.83 6.57 0.32
H30 -3.48 5.00 -0.41
C17 -4.32 0.85 4.55
C18 -2.96 0.35 4.10
O15 -2.86 -0.91 4.77
C19 -4.11 -1.35 5.04
O16 -4.37 -2.44 5.43
O17 -5.02 -0.38 4.78
H31 -4.83 1.44 3.80
H32 -4.28 1.41 5.48
H33 -2.91 0.19 3.03
H34 -2.15 1.01 4.40
C20 2.71 -3.05 4.47
C21 1.37 -2.89 3.78
O18 1.44 -3.89 2.75
C22 2.33 -4.83 3.13
O19 2.49 -5.86 2.55
O20 3.01 -4.44 4.22
H35 2.67 -2.85 5.54
H36 3.49 -2.44 4.02
H37 0.53 -3.12 4.43
H38 1.23 -1.90 3.35
C23 4.07 -4.20 0.14
C24 5.46 -3.59 0.12
O21 5.29 -2.50 -0.79
C25 3.98 -2.16 -0.81
O22 3.55 -1.17 -1.31
O23 3.24 -3.07 -0.15
H39 3.81 -4.63 1.10
H40 3.94 -4.96 -0.64
H41 5.75 -3.19 1.09
H42 6.22 -4.28 -0.23

Atomic partial charges in e from the Löwdin method, atoms 1 to 8: -0.094 -0.269 -0.336 -0.457 0.636 0.675 -0.306 -0.387

=====

The following is a quantum chemistry calculation of a structure of composition C52H54Cl2MgN7S, from OMol25.

Properties
E_HOMO (eV): -3.23
ΔE to the lowest compared entry with this formula, charge and spin (kcal/mol): 104.8
Charge: -1
Spin multiplicity: 1

Positions of all 117 atoms, in Å:
Mg1 -11.33 0.74 19.13
C1 -16.80 5.99 17.63
C2 -16.87 4.80 18.64
C3 -15.64 4.02 18.80
C4 -15.32 2.73 18.57
C5 -16.22 1.79 17.82
C6 -15.64 1.48 16.38
C7 -14.10 2.41 19.35
C8 -13.83 1.22 19.85
C9 -13.01 0.85 21.00
C10 -13.04 1.36 22.29
C11 -14.05 2.31 22.85
C12 -15.49 1.97 22.35
C13 -11.94 0.79 22.94
C14 -11.30 0.05 22.03
C15 -9.83 -0.02 22.02
C16 -9.23 0.79 21.13
N1 -9.97 1.63 20.30
C17 -9.29 2.79 20.14
C18 -9.86 4.04 19.99
C19 -11.07 4.51 20.55
N2 -12.50 4.18 20.51
C20 -13.14 5.31 21.05
C21 -14.38 5.52 20.46
C22 -14.49 4.61 19.44
N3 -13.41 3.68 19.49
C23 -12.31 6.12 21.70
C24 -11.00 5.62 21.35
C25 -9.70 6.14 21.77
C26 -9.03 7.13 20.81
C27 -12.75 7.21 22.62
C28 -13.96 6.79 23.47
C29 -7.79 2.53 20.44
C30 -7.76 1.35 21.13
C31 -6.48 0.62 21.57
C32 -5.95 -0.39 20.60
C33 -6.68 3.49 20.01
C34 -6.58 3.92 18.47
N4 -12.00 0.00 20.88
C35 -11.49 1.27 24.31
C36 -10.75 2.59 24.21
H1 -17.88 6.36 17.49
H2 -16.36 5.72 16.69
H3 -16.30 6.89 18.04
H4 -17.70 4.16 18.27
H5 -17.14 5.14 19.60
H6 -17.23 2.19 17.67
H7 -16.32 0.87 18.24
H8 -15.17 2.39 15.90
H9 -16.45 1.00 15.73
H10 -14.88 0.72 16.51
H11 -14.50 0.44 19.44
H12 -13.90 3.38 22.65
H13 -14.04 2.21 23.92
H14 -15.54 1.61 21.30
H15 -16.16 2.81 22.43
H16 -15.79 1.16 22.97
H17 -9.18 -0.44 22.77
H18 -9.16 4.82 19.88
H19 -14.89 6.43 20.41
H20 -9.02 5.34 22.12
H21 -9.83 6.70 22.62
H22 -8.90 6.77 19.76
H23 -8.02 7.32 21.12
H24 -9.44 8.12 20.89
H25 -12.91 8.15 22.08
H26 -11.84 7.41 23.25
H27 -14.93 6.87 22.87
H28 -14.16 7.51 24.22
H29 -13.73 5.84 23.94
H30 -6.69 0.06 22.50
H31 -5.75 1.37 21.90
H32 -6.69 -1.19 20.37
H33 -5.11 -0.89 21.06
H34 -5.72 0.10 19.62
H35 -5.74 3.07 20.34
H36 -6.84 4.45 20.56
H37 -6.29 3.03 17.91
H38 -5.88 4.74 18.40
H39 -7.56 4.22 18.15
H40 -10.71 0.62 24.73
H41 -12.31 1.15 25.04
H42 -9.83 2.46 23.62
H43 -10.44 2.97 25.20
H44 -11.36 3.34 23.68
Cl1 -9.96 -2.51 19.42
C37 -11.38 -3.24 18.75
C38 -11.75 -4.51 19.22
C39 -12.92 -5.08 18.75
C40 -13.61 -4.47 17.71
C41 -13.22 -3.23 17.29
Cl2 -14.17 -2.49 15.99
C42 -12.13 -2.51 17.82
S1 -11.72 -0.91 17.22
H45 -11.12 -4.98 19.99
H46 -13.30 -6.01 19.16
H47 -14.61 -4.91 17.32
N5 -14.51 2.18 9.07
C43 -14.04 2.31 10.11
C44 -13.50 2.37 11.45
C45 -14.01 3.15 12.48
C46 -13.34 3.16 13.71
C47 -12.26 2.33 13.87
C48 -11.81 1.51 12.84
C49 -12.36 1.56 11.61
N6 -11.53 2.32 15.08
C50 -10.17 2.12 15.26
C51 -9.97 1.96 16.60
N7 -11.19 1.97 17.27
C52 -12.05 2.25 16.30
H48 -14.85 3.77 12.23
H49 -13.70 3.76 14.54
H50 -10.97 0.85 13.08
H51 -11.87 0.96 10.87
H52 -9.53 2.42 14.43
H53 -8.98 1.86 17.07
H54 -13.12 2.25 16.44

Atomic partial charges in e from the Löwdin method, atoms 1 to 8: 0.507 -0.081 -0.180 -0.156 -0.123 -0.153 -0.074 -0.165

=====

no.,maximum force (eV/A)
1,4.112
2,3.963
3,1.424
4,1.242
5,3.363